40
Properties=species:S:1:pos:R:3:mulliken_charge:R:1 method="wB97M-V/def2-TZVPD" homo_ev=-8.359 total_energy_ev=-46760.0761 spin_multiplicity=1 relative_energy_ev=0.832 smiles=Cc1nc(CSc2ccc(Cl)cc2)cc(N2CCOCC2)n1 lumo_energy_ev=0.709 orbital_gap_ha=0.333
C -4.154 -0.984 -1.170 -1.22
C -2.979 -0.438 -0.427 0.27
N -3.015 0.840 -0.089 -0.62
C -1.986 1.309 0.617 0.34
C -1.998 2.768 0.916 -0.96
S -1.252 3.686 -0.498 -0.16
C 0.368 2.936 -0.463 -0.27
C 1.349 3.464 0.362 -0.28
C 2.595 2.868 0.424 -0.66
C 2.845 1.741 -0.344 0.41
Cl 4.402 0.992 -0.258 -0.21
C 1.873 1.207 -1.177 -0.60
C 0.631 1.814 -1.236 -0.10
C -0.925 0.508 0.996 -0.27
C -0.939 -0.821 0.533 0.77
N 0.049 -1.711 0.785 0.11
C -0.004 -3.029 0.195 -0.87
C 0.909 -3.071 -1.042 -0.45
O 2.012 -2.194 -0.901 -0.41
C 2.431 -2.077 0.436 -0.58
C 1.361 -1.341 1.269 -0.16
N -1.987 -1.272 -0.169 -0.44
H -3.851 -1.832 -1.776 0.35
H -4.592 -0.205 -1.786 0.37
H -4.905 -1.317 -0.454 0.22
H -3.015 3.146 0.975 0.47
H -1.431 3.015 1.812 0.37
H 1.134 4.342 0.952 0.46
H 3.366 3.271 1.062 0.44
H 2.081 0.319 -1.754 0.41
H -0.138 1.419 -1.882 0.47
H -0.131 0.901 1.609 0.46
H -1.035 -3.238 -0.084 0.42
H 0.327 -3.754 0.946 0.35
H 1.266 -4.098 -1.211 0.31
H 0.372 -2.729 -1.929 0.34
H 2.644 -3.069 0.860 0.34
H 3.356 -1.500 0.418 0.32
H 1.502 -0.266 1.153 0.02
H 1.466 -1.601 2.331 0.20